1.
Computed, not measured: a structure of composition C34H40Cl2N2P2PdS, with wB97M-V/def2-TZVPD.

The geometry in ORCA input format:
```
! RIJCOSX wB97M-V def2-TZVPD def2/J DEFGRID3
* xyz 4 5
Pd -1.86036 -0.98606 -0.88867
C 6.03457 1.06592 4.43326
S 5.65355 0.65806 2.75016
C 3.96496 1.25277 2.46243
C 3.08126 0.15522 1.83524
C 1.78788 0.79263 1.29579
N 0.84205 -0.15371 0.63984
P -0.79858 -0.33696 1.24286
C -0.63325 -1.22147 2.78774
C -1.66669 -1.07861 3.72615
C -1.59129 -1.74478 4.93574
C -0.51757 -2.58699 5.20290
C 0.49237 -2.76047 4.25898
C 0.43192 -2.09194 3.05099
C -1.54123 1.25982 1.66602
C -1.14014 1.99784 2.78475
C -1.84278 3.13493 3.14400
C -2.95756 3.53424 2.41606
C -3.37270 2.79512 1.31676
C -2.66920 1.66286 0.94222
P 0.89839 -0.30011 -1.06151
C 2.63371 -0.42775 -1.59809
C 3.20850 0.58224 -2.36491
C 4.49269 0.41359 -2.86652
C 5.18798 -0.75837 -2.60674
C 4.60937 -1.76322 -1.83528
C 3.32640 -1.61702 -1.33708
C 0.19718 -1.95957 -1.41415
C 0.35795 -3.06441 -0.54321
C 0.18655 -4.34275 -1.02683
C -0.17708 -4.55093 -2.36048
C -0.39248 -3.47287 -3.21573
C -0.20151 -2.18233 -2.75667
H 6.81081 1.84295 4.43545
H 6.48421 0.17682 4.88861
H 5.16416 1.40289 4.98921
H 4.08184 2.08910 1.76344
H 3.55574 1.63294 3.39681
H 2.84365 -0.59421 2.58990
H 3.61719 -0.33291 1.02116
H 2.05319 1.57471 0.58002
H 1.26318 1.27544 2.11870
H -2.51578 -0.44076 3.51443
H -2.37328 -1.61161 5.67114
H -0.47016 -3.12390 6.14120
H 1.31513 -3.43215 4.46514
H 1.21622 -2.23657 2.31803
H -0.30567 1.68122 3.39757
H -1.53388 3.69985 4.01348
H -3.51116 4.41487 2.71368
H -4.25465 3.09462 0.76595
H -3.01330 1.07969 0.09790
H 2.66634 1.49361 -2.58750
H 4.93613 1.18980 -3.47552
H 6.17764 -0.90209 -3.02042
H 5.14969 -2.67960 -1.63468
H 2.87876 -2.41819 -0.76441
H 0.63807 -2.90696 0.48910
H 0.34517 -5.18994 -0.37187
H -0.28503 -5.56217 -2.73269
H -0.68787 -3.64304 -4.24275
H -0.29208 -1.34356 -3.43884
Cl -2.97465 -3.23955 -0.28196
C -4.49700 -2.79636 -1.09669
Cl -4.25903 -1.15691 -1.73227
H -5.30959 -2.79492 -0.37844
H -4.68078 -3.48214 -1.91662
C -4.46858 2.49944 -3.32575
C -2.96765 2.63134 -3.68810
C -2.43941 4.01843 -3.29515
C -2.73999 2.34764 -5.18151
C -2.30184 1.60590 -2.89901
N -1.78663 0.78888 -2.26947
H -5.02764 3.23266 -3.90611
H -4.63710 2.70224 -2.26708
H -4.85392 1.51013 -3.57498
H -2.96339 4.76463 -3.89104
H -1.37394 4.11761 -3.50086
H -2.62209 4.23309 -2.24188
H -3.27088 3.10198 -5.76088
H -3.12091 1.36723 -5.46739
H -1.68411 2.41293 -5.44303
*
```

The value obtained for the highest occupied orbital energy (spin up / spin down) is -0.6955 / -0.7022 Ha. The energy above the lowest of the compared OMol25 structures with the same formula, charge and spin comes out at 0.000 eV.

***

2.
Computed, not measured: a cluster of 2 separate species, C3H7Br2OP in total, with wB97M-V/def2-TZVPD.

The geometry in ORCA input format:
```
! RIJCOSX wB97M-V def2-TZVPD def2/J DEFGRID3
* xyz 0 1
C 1.24623 -0.27228 1.83158
C -0.88975 -0.59232 -1.06730
C -1.70475 0.69959 -1.21129
O 0.41389 -0.44208 -1.32709
P 1.74456 0.88631 0.50236
Br -1.24114 1.92020 0.22776
Br 3.59979 -0.08083 -0.08652
H 0.31225 0.07022 2.27379
H 2.02225 -0.30140 2.59852
H 1.11859 -1.27159 1.41409
H -1.29407 -1.30657 -1.81070
H -1.09281 -1.03711 -0.07109
H -2.77643 0.52113 -1.13126
H -1.45862 1.20673 -2.14284
*
```

The value obtained for the highest occupied orbital energy (spin up / spin down) is -0.3358 / -0.3213 Ha. The energy above the lowest of the compared OMol25 structures with the same formula, charge and spin comes out at 3.360 eV.

***

3.
Computed, not measured: a cluster of 8 separate species, C49H50N7O19P2 in total, with wB97M-V/def2-TZVPD.

The geometry in ORCA input format:
```
! RIJCOSX wB97M-V def2-TZVPD def2/J DEFGRID3
* xyz -1 1
C -0.41857 -3.29265 -0.90756
C -0.02331 -2.06782 -0.10313
C -0.67899 -1.84848 1.38275
O -2.06190 -1.37403 1.20622
P -2.49500 -0.94154 2.86477
C -2.77839 0.80297 2.13180
C -1.86665 1.53406 1.20645
O -0.88477 -0.66191 3.50972
C 0.14217 -0.89440 2.48495
C 1.44870 -1.82412 2.79310
P 2.13629 -1.75268 4.56412
O 3.52281 -0.95607 4.59683
O 2.53944 -3.42723 5.00057
O 1.03950 -1.19177 5.78793
H 0.27240 -4.25932 -0.84953
H -1.37189 -3.22075 -1.61115
H 0.71065 -1.32903 -0.64556
H -0.84123 -2.89839 1.92529
H -3.85895 -1.19423 2.38207
H -3.20917 -0.45670 4.05093
H -2.55797 -2.35978 3.20667
H -3.80009 1.34234 2.41564
H -1.83283 1.37685 0.02618
H -1.16208 2.36979 1.68293
H 0.44326 0.18861 2.15356
H 2.32288 -1.44117 2.07547
H 1.29223 -2.96465 2.48464
H 3.55309 -3.45666 5.05214
H 0.90588 -0.18881 5.64677
C -0.60318 7.44188 3.96186
C -1.78721 7.55878 3.23210
C -2.68031 6.48731 3.17100
C -2.37844 5.29958 3.85139
C -1.18686 5.17682 4.57841
C -0.30015 6.25421 4.62984
N -3.32517 4.17859 3.81200
O -4.35938 4.31935 3.14246
O -3.03834 3.15769 4.45351
H 0.08743 8.28202 4.01120
H -2.01566 8.48713 2.71293
H -3.59884 6.59428 2.59810
H -0.93771 4.25911 5.10707
H 0.62602 6.16982 5.19405
C 3.41991 -2.28714 -5.40518
C 3.72410 -1.65976 -4.19604
C 2.81331 -0.77238 -3.61950
C 1.59331 -0.52296 -4.26307
C 1.28864 -1.14552 -5.48088
C 2.20866 -2.02885 -6.04918
N 0.62091 0.38927 -3.64929
O 0.93536 0.93504 -2.58114
O -0.45993 0.55821 -4.23178
H 4.13086 -2.98259 -5.84801
H 4.67081 -1.86504 -3.70091
H 3.06524 -0.29155 -2.67680
H 0.34767 -0.95727 -5.99360
H 1.98013 -2.51946 -6.99276
C -2.80222 -3.13220 9.55454
C -3.99218 -2.48238 9.88599
C -4.70720 -1.78936 8.90728
C -4.22150 -1.75726 7.59281
C -3.02318 -2.40227 7.25896
C -2.31543 -3.08977 8.24693
N -4.98169 -1.05188 6.55405
O -6.02722 -0.47771 6.89301
O -4.53703 -1.07434 5.39741
H -2.25112 -3.67603 10.31988
H -4.36436 -2.51874 10.90761
H -5.63289 -1.28817 9.18162
H -2.63218 -2.38125 6.24386
H -1.38574 -3.59623 7.99710
C -5.78962 -5.79216 -1.05967
C -5.76179 -6.66400 -2.14929
C -4.54872 -6.97256 -2.76788
C -3.36356 -6.40330 -2.28196
C -3.38953 -5.52172 -1.19310
C -4.60907 -5.21850 -0.58446
N -2.08219 -6.74358 -2.91185
O -2.10297 -7.51237 -3.88460
O -1.05307 -6.24628 -2.43263
H -6.73721 -5.55900 -0.57707
H -6.68625 -7.10594 -2.51483
H -4.54385 -7.65382 -3.61594
H -2.47790 -5.06893 -0.80885
H -4.63933 -4.53765 0.26335
C 2.22383 6.13407 -2.07351
C 1.76406 4.82591 -2.23305
C 2.65155 3.81184 -2.59830
C 4.00444 4.11958 -2.79770
C 4.46727 5.43341 -2.64573
C 3.56971 6.43962 -2.28297
N 4.94712 3.05336 -3.15690
O 4.49554 1.90744 -3.30051
O 6.14060 3.35905 -3.29183
H 1.52912 6.92036 -1.78313
H 0.71340 4.59590 -2.06949
H 2.27759 2.79742 -2.71856
H 5.51363 5.68716 -2.80218
H 3.91981 7.46209 -2.15955
C 5.15245 1.18095 0.60389
C 5.39832 0.75653 1.91063
C 6.63943 0.99775 2.50296
C 7.63009 1.67199 1.77580
C 7.38858 2.09236 0.46110
C 6.14444 1.84291 -0.12162
N 8.92807 1.95109 2.40178
O 9.10972 1.54637 3.55975
O 9.76602 2.57872 1.73849
H 4.18125 0.99557 0.14826
H 4.62067 0.23992 2.46912
H 6.81533 0.66070 3.52218
H 8.15011 2.61227 -0.11641
H 5.94618 2.16796 -1.14058
C -3.75607 0.66779 -8.94713
C -2.88287 1.13866 -9.92893
C -1.63335 0.53959 -10.09983
C -1.26871 -0.53827 -9.28127
C -2.14029 -1.00803 -8.28973
C -3.38611 -0.39902 -8.12637
N 0.03310 -1.18868 -9.47294
O 0.78371 -0.73180 -10.34789
O 0.30528 -2.15948 -8.75217
H -4.73157 1.13449 -8.82139
H -3.17778 1.97151 -10.56371
H -0.96429 0.91820 -10.86948
H -1.86811 -1.84049 -7.64422
H -4.07100 -0.75836 -7.36148
*
```

The value obtained for the highest occupied orbital energy is -0.1060 Ha.

***

4.
Computed, not measured: the molecule C12H9NO3, with wB97M-V/def2-TZVPD.

The geometry in ORCA input format:
```
! RIJCOSX wB97M-V def2-TZVPD def2/J DEFGRID3
* xyz 0 1
N -1.24194 1.53354 3.43813
C -1.92475 0.75205 2.72383
C -1.35737 0.00702 1.54917
C 0.11974 -0.22637 1.50963
C 0.89770 -0.29210 0.41607
C 0.56124 -0.20617 -1.01480
C -0.70306 -0.56036 -1.49703
C -1.00944 -0.46754 -2.84232
C -0.05932 -0.02057 -3.74799
C 1.20550 0.31730 -3.28776
C 1.51629 0.22360 -1.94367
C 2.31228 -0.47893 0.89409
O 3.33848 -0.49880 0.29105
O 2.27884 -0.63616 2.25249
C 0.97314 -0.50392 2.70189
O 0.69970 -0.66404 3.84423
H -1.82842 1.97677 4.14189
H -3.00426 0.62937 2.85521
H -1.63323 0.58852 0.66600
H -1.85445 -0.96534 1.47762
H -1.46030 -0.96057 -0.84032
H -1.99721 -0.75560 -3.17503
H -0.29629 0.05778 -4.80005
H 1.95896 0.65231 -3.98728
H 2.50816 0.49820 -1.62507
*
```

Its SMILES is [H]/N=C/CC1=C(c2ccccc2)C(=O)OC1=O. The value obtained for the highest occupied orbital energy is -0.3486 Ha.

***

5.
Computed, not measured: the molecule C4H6N2O, with wB97M-V/def2-TZVPD.

The geometry in ORCA input format:
```
! RIJCOSX wB97M-V def2-TZVPD def2/J DEFGRID3
* xyz 0 1
C 0.29029 -0.10180 -0.86633
C 0.19404 1.24646 -1.57941
C -0.56847 -1.13940 1.23869
C -0.44092 0.33128 1.44182
H 1.58917 -0.81159 -1.99646
H 0.94441 1.45583 -2.37800
H -1.47589 -1.67797 1.52143
H 0.32519 -1.77419 1.30925
H -1.28650 0.85244 1.83679
H 0.55400 0.76003 1.66034
N 1.07940 -1.08858 -1.13900
N -0.66108 -0.20038 0.14452
O -0.54365 2.14787 -1.19366
*
```

Its SMILES is [H]/N=C(\C=O)N1CC1. The value obtained for the highest occupied orbital energy is -0.3557 Ha. The energy above the lowest of the compared OMol25 structures with the same formula, charge and spin comes out at 2.724 eV.

***

6.
Computed, not measured: the molecule C2H3NO2, with wB97M-V/def2-TZVPD.

The geometry in ORCA input format:
```
! RIJCOSX wB97M-V def2-TZVPD def2/J DEFGRID3
* xyz 0 1
C -1.26583 -0.20346 0.53237
C 0.82637 0.43646 -0.51126
N -0.58153 0.65418 -0.15716
O 1.54477 -0.87112 -0.39019
O 1.74347 0.24516 0.45505
H -2.27260 0.11783 0.79505
H -1.11010 -1.19958 0.73278
H 1.11545 0.82054 -1.45665
*
```

Its SMILES is C=NC1OO1. The value obtained for the highest occupied orbital energy is -0.3759 Ha. The energy above the lowest of the compared OMol25 structures with the same formula, charge and spin comes out at 5.166 eV.

***

no.,largest force on an atom (hartree/bohr),calculated total energy (eV)
1,0.0391,-96784.11136
2,0.0640,-154643.83823
3,0.1008,-119504.88628
4,0.0069,-20222.36033
5,0.0466,-9270.77803
6,0.0810,-7702.67719